ORCA calculation (ωB97M-V with the def2-TZVPD basis set) on C22H26N2O4S in the gas phase.

Last column: Löwdin charge in e.
CARTESIAN COORDINATES (ANGSTROEM)
1 C 1.0741 4.6770 -1.5199  -0.064
2 H 0.9218 5.0926 -2.5125  0.076
3 C -0.0639 3.7222 -1.1812  -0.261
4 N 0.0671 3.2239 0.1715  -0.175
5 C 1.1581 2.3994 0.5075  -0.300
6 C 1.7921 1.5686 -0.4079  -0.014
7 C 2.8327 0.7398 -0.0203  -0.017
8 C 3.2502 0.7143 1.3037  -0.278
9 C 2.6192 1.5538 2.2243  0.014
10 C 1.5985 2.3898 1.8316  -0.018
11 H 1.1085 3.0309 2.5451  0.113
12 H 2.9578 1.5364 3.2479  0.122
13 O 4.2427 -0.0791 1.7983  -0.083
14 C 4.9621 -0.8932 0.9043  -0.084
15 H 4.3175 -1.6370 0.4246  0.079
16 H 5.7105 -1.4036 1.5086  0.095
17 H 5.4643 -0.2986 0.1346  0.098
18 H 3.3035 0.1177 -0.7657  0.104
19 H 1.4807 1.5505 -1.4408  0.116
20 S -1.3697 2.7625 0.9301  0.697
21 O -2.4398 3.4718 0.2933  -0.283
22 O -1.2152 2.8981 2.3454  -0.271
23 C -1.4240 1.0285 0.5056  -0.263
24 C -1.9193 0.6534 -0.7263  -0.045
25 C -1.7892 -0.6557 -1.1713  0.017
26 C -1.1394 -1.5659 -0.3493  -0.143
27 C -0.6080 -1.1610 0.8861  -0.128
28 C -0.7567 0.1309 1.3278  0.005
29 H -0.3679 0.4665 2.2748  0.125
30 C 0.1172 -2.3099 1.5188  -0.050
31 H 1.0868 -2.0121 1.9150  0.122
32 H -0.4715 -2.7303 2.3373  0.128
33 C 0.2512 -3.2977 0.3489  -0.282
34 N -0.8145 -2.8944 -0.5802  0.055
35 C -1.3366 -3.8176 -1.4477  -0.396
36 O -0.7791 -4.8846 -1.6135  0.088
37 C -2.6266 -3.4601 -2.1011  -0.207
38 C -2.6590 -3.3495 -3.6069  -0.096
39 C -3.2858 -4.5225 -2.9373  -0.095
40 H -2.7726 -5.4698 -2.9982  0.104
41 H -4.3617 -4.5938 -2.9058  0.104
42 H -1.7296 -3.5037 -4.1339  0.110
43 H -3.2950 -2.5932 -4.0430  0.101
44 H -3.2585 -2.7953 -1.5275  0.135
45 C 1.6088 -3.1859 -0.3384  -0.028
46 H 2.3964 -3.4963 0.3436  0.080
47 H 1.7824 -2.1561 -0.6463  0.075
48 H 1.6306 -3.8307 -1.2130  0.079
49 H 0.0755 -4.3371 0.6381  0.149
50 H -2.1492 -0.9309 -2.1482  0.106
51 H -2.4094 1.3982 -1.3334  0.116
52 H -0.1092 2.9053 -1.9156  0.111
53 H -1.0179 4.2501 -1.2038  0.108
54 H 1.1031 5.4873 -0.7971  0.083
55 H 2.0302 4.1593 -1.4958  0.067

Computed properties:
Spin multiplicity: 1
Calculated total energy in eV: -45240.8889
SMILES: CCN(c1ccc(OC)cc1)S(=O)(=O)c1ccc2c(c1)C[C@H](C)N2C(=O)C1CC1
Total charge: 0
HOMO-LUMO gap in eV: 8.91